Here is a single C2H4ClOP molecule at a distorted geometry from the OMol25 dataset. Energies are from ωB97M-V/def2-TZVPD.

The value obtained for the highest occupied orbital energy (alpha / beta) is -6.483 / -10.408 eV. As for the charge: 0. The spin multiplicity is 3. The frontier orbital gap (alpha / beta) is 6.9 / 7.0 eV. The LUMO energy (alpha / beta) is 0.44 / -3.40 eV.

```
9
Properties=species:S:1:pos:R:3:forces:R:3:mulliken_spin:R:1
C 0.6675 -0.2261 -0.6053 1.65 -1.47 -1.03 -0.0224
C 0.3943 0.2162 0.8222 -0.49 -2.73 -0.60 0.1579
O -0.5944 -0.9031 -0.9341 0.85 -0.19 -1.34 0.1429
P -1.2617 -0.7159 0.5136 1.03 0.76 1.37 1.1204
Cl -2.9007 1.0534 -0.0314 -0.54 0.24 -0.20 0.5791
H 0.8046 0.5742 -1.3782 -0.16 -0.55 0.88 0.0161
H 1.5983 -0.9190 -0.6198 -1.80 0.74 -0.45 0.0042
H 1.0588 -0.3203 1.5271 -0.40 1.34 -0.06 -0.0135
H 0.2332 1.2407 0.7059 -0.14 1.85 1.43 0.0154
```
Forces are in eV/Å.



Here is a single C2H4ClPS2 molecule at a distorted geometry from the OMol25 dataset. Energies are from ωB97M-V/def2-TZVPD.

The value obtained for the highest occupied orbital energy (alpha / beta) is -5.189 / -9.641 eV. As for the charge: 0. The spin multiplicity is 3. The frontier orbital gap (alpha / beta) is 5.9 / 7.3 eV. The LUMO energy (alpha / beta) is 0.72 / -2.35 eV.

```
10
Properties=species:S:1:pos:R:3:forces:R:3:mulliken_spin:R:1
C -0.4985 -0.2189 -0.7147 1.43 -1.63 -0.96 0.0303
C -0.1433 0.5605 0.4947 -4.48 -0.73 -0.15 -0.0256
P -2.3013 -0.5290 -0.9094 -0.55 0.88 -1.45 0.1974
S -0.9903 2.1958 0.3925 3.06 1.96 1.40 1.0117
S -2.7733 1.3835 -0.1131 -2.69 -1.37 -1.14 0.7509
Cl -2.6837 -1.6362 0.6990 -0.12 -1.15 1.32 0.0310
H -0.2084 0.4986 -1.5078 -0.11 -1.13 -0.56 -0.0156
H -0.0423 -1.3174 -0.8366 -0.52 2.60 0.29 -0.0133
H -0.5211 0.0726 1.3628 -0.73 -0.38 0.96 0.0148
H 0.7787 0.7740 0.7678 4.71 0.94 0.29 0.0183
```
Forces are in eV/Å.



Here is C2H4CoO3 as an isolated structure at a distorted geometry from the OMol25 dataset. Energies are from ωB97M-V/def2-TZVPD.

The value obtained for the highest occupied orbital energy (alpha / beta) is -21.242 / -21.195 eV. As for the charge: +2. The spin multiplicity is 4. The frontier orbital gap (alpha / beta) is 8.1 / 7.1 eV. The LUMO energy (alpha / beta) is -13.11 / -14.11 eV.

```
10
Properties=species:S:1:pos:R:3:forces:R:3:mulliken_spin:R:1
O 0.6550 -0.1241 -1.1645 0.94 -0.10 -1.47 0.0982
C 0.5328 -0.1859 0.0501 -4.88 0.74 -1.68 -0.0216
Co -1.1485 -1.4744 -1.0387 1.57 0.25 -0.05 2.8446
O -0.2907 0.6056 0.6730 2.40 0.60 1.93 0.0190
O 0.2718 -1.4426 0.4665 0.80 -2.07 0.85 0.0519
H 0.6834 -1.7148 1.3016 -0.27 -0.52 0.59 0.0060
C -0.2145 2.0296 0.4134 -0.34 1.58 -0.18 0.0029
H -0.8868 2.2279 -0.4255 -0.07 0.17 0.30 -0.0008
H -0.5140 2.4977 1.3532 -0.20 -0.04 -0.37 0.0005
H 0.7766 2.4052 0.1440 0.05 -0.61 0.08 -0.0007
```
Forces are in eV/Å.



Here is C2H4CrO3 as an isolated structure at a distorted geometry from the OMol25 dataset. Energies are from ωB97M-V/def2-TZVPD.

The value obtained for the highest occupied orbital energy (alpha / beta) is -8.138 / -9.449 eV. As for the charge: 0. The spin multiplicity is 5. The frontier orbital gap (alpha / beta) is 7.8 / 8.9 eV. The LUMO energy (alpha / beta) is -0.38 / -0.51 eV.

```
10
Properties=species:S:1:pos:R:3:forces:R:3:mulliken_spin:R:1
O 0.0318 -1.3768 0.7619 -1.59 -0.17 -0.10 -0.0128
C -0.9252 -0.8072 0.2255 1.08 -0.74 -0.66 0.0150
C -0.9081 0.6659 0.0216 0.02 0.34 -0.91 0.0014
O 0.0151 1.2625 0.8283 0.60 -0.25 0.48 -0.0053
Cr 1.5391 0.1098 1.1722 0.29 1.14 -2.38 3.9908
H -1.7463 -1.3957 -0.2273 0.15 0.00 0.28 0.0019
H -1.9510 1.0028 0.2324 0.42 0.17 -0.39 -0.0033
H -0.6634 0.8211 -1.1408 -0.70 -0.37 1.94 -0.0004
O 2.4102 0.1841 -0.6011 -0.21 0.00 1.65 0.0051
H 2.1978 -0.4664 -1.2726 -0.06 -0.13 0.09 0.0075
```
Forces are in eV/Å.



Here is C2H4Er as an isolated structure at a distorted geometry from the OMol25 dataset. Energies are from ωB97M-V/def2-TZVPD.

The value obtained for the highest occupied orbital energy (alpha / beta) is -11.369 / -12.096 eV. As for the charge: +1. The spin multiplicity is 4. The frontier orbital gap (alpha / beta) is 5.7 / 6.7 eV. The LUMO energy (alpha / beta) is -5.71 / -5.37 eV.

```
7
Properties=species:S:1:pos:R:3:forces:R:3:mulliken_spin:R:1
C -0.6384 0.2146 -0.2473 -1.90 -0.20 -1.97 -0.0625
C 0.6216 -0.4813 0.1562 0.41 0.56 0.71 0.8205
H -0.6397 1.3209 -0.1834 0.32 -0.46 -0.10 0.0289
H -1.5279 -0.1116 0.3289 0.53 0.08 -0.09 0.0105
H 0.4195 -1.3441 0.8200 0.01 0.08 -0.53 0.0123
Er 2.7889 0.3930 0.5047 -0.61 -0.34 -0.28 2.1082
H -1.0240 0.0084 -1.3790 1.25 0.28 2.28 0.0820
```
Forces are in eV/Å.



Here is a single C2H4F2N2O molecule at a distorted geometry from the OMol25 dataset. Energies are from ωB97M-V/def2-TZVPD.

The value obtained for the highest occupied orbital energy is -9.973 eV. As for the charge: 0. The spin multiplicity is 1. The frontier orbital gap is 10.6 eV. The LUMO energy is 0.60 eV.

```
11
Properties=species:S:1:pos:R:3:forces:R:3:mulliken_charge:R:1
C 0.2974 -0.1285 -0.2178 -1.53 0.02 -0.03 0.3605
C -0.9123 -0.6297 -1.0249 0.77 0.51 1.36 0.2475
H 1.0151 1.7065 1.4591 -0.13 -0.12 0.01 0.3348
H -1.0198 0.3391 1.3790 1.12 -0.10 -0.54 0.2794
H 2.1694 0.2230 -0.2495 -0.08 -0.15 0.06 0.2800
H -0.6415 -0.6543 -2.0500 -0.08 0.02 -1.06 0.2525
N -0.0432 0.1382 1.0938 0.11 0.47 0.10 -0.1653
N 1.3984 -0.1026 -0.8338 0.32 0.41 0.22 -0.6334
O 0.9213 0.8199 1.8463 -0.24 -0.15 -0.04 -0.4298
F -1.1621 -1.8784 -0.5798 -0.73 -0.33 -0.05 -0.2486
F -2.0227 0.1667 -0.8224 0.47 -0.58 -0.04 -0.2775
```
Forces are in eV/Å.



Here is a single C2H4F2NP molecule at a distorted geometry from the OMol25 dataset. Energies are from ωB97M-V/def2-TZVPD.

The value obtained for the highest occupied orbital energy is -9.511 eV. As for the charge: 0. The spin multiplicity is 1. The frontier orbital gap is 10.2 eV. The LUMO energy is 0.70 eV.

```
10
Properties=species:S:1:pos:R:3:forces:R:3:mulliken_charge:R:1
C 0.4015 -0.3698 0.2328 1.40 -2.09 2.36 0.0116
C 1.6647 0.4368 0.1119 -2.93 1.71 -0.91 -0.2628
N -0.7391 0.0995 0.0838 -1.00 -0.63 0.19 -0.2477
F 1.3002 1.7780 0.0516 0.13 0.75 0.55 -0.2875
F -3.1326 0.5707 -0.1086 -0.46 -0.28 0.44 -0.2499
P -2.2826 -0.7716 0.1483 1.39 1.78 -0.05 0.1957
H 0.7462 -1.4258 0.6387 -1.21 1.20 -1.01 0.2458
H 2.2849 0.3307 0.9880 0.89 -0.59 -0.46 0.3070
H 1.8339 0.3003 -0.9449 2.06 -0.98 -0.15 0.2336
H -2.0771 -0.9488 -1.2015 -0.27 -0.89 -0.96 0.0541
```
Forces are in eV/Å.



Here is a single C2H4F2O molecule at a distorted geometry from the OMol25 dataset. Energies are from ωB97M-V/def2-TZVPD.

The value obtained for the highest occupied orbital energy is -11.210 eV. As for the charge: 0. The spin multiplicity is 1. The frontier orbital gap is 11.7 eV. The LUMO energy is 0.49 eV.

```
9
Properties=species:S:1:pos:R:3:forces:R:3:mulliken_charge:R:1
C -0.7476 -0.4339 -0.5304 -3.49 2.56 -4.32 -0.4865
C 0.1678 0.4902 0.0054 0.53 2.94 4.71 0.5032
H -0.5315 -2.1339 0.5265 -3.43 4.42 0.33 0.3802
H -0.4497 -0.7217 -1.5616 0.20 -1.66 0.91 0.3232
H -1.5191 0.3888 -0.9642 0.49 -2.07 1.26 0.2328
H -0.4050 1.1487 0.7165 0.59 -0.76 -0.05 0.1095
O -1.2457 -1.1826 0.5303 2.96 -5.36 -1.19 -0.5210
F 0.7770 1.3999 -0.7638 0.86 -0.60 -1.22 -0.2599
F 1.0397 -0.2398 0.7850 1.29 0.54 -0.44 -0.2814
```
Forces are in eV/Å.



Here is a single C2H4F2O molecule at a distorted geometry from the OMol25 dataset. Energies are from ωB97M-V/def2-TZVPD.

The value obtained for the highest occupied orbital energy is -10.875 eV. As for the charge: 0. The spin multiplicity is 1. The frontier orbital gap is 11.4 eV. The LUMO energy is 0.51 eV.

```
9
Properties=species:S:1:pos:R:3:forces:R:3:mulliken_charge:R:1
C 0.3802 -0.5931 -0.2064 0.57 1.41 -1.92 -0.6070
C -0.7838 0.1112 0.4904 -2.11 -1.20 -7.10 0.4349
H 1.5047 0.9671 -0.5559 0.37 -3.20 4.76 0.3752
H 0.4652 -0.1338 -1.2891 -1.86 -2.68 1.35 0.2790
H 0.6242 -1.6607 -0.0813 -0.72 0.43 -0.06 0.2910
H -0.8697 0.0860 1.4868 0.02 0.28 3.78 0.3088
O 1.4466 0.1810 0.2909 2.30 3.95 -3.06 -0.5180
F -2.0750 -0.2885 -0.0445 1.57 -0.40 1.15 -0.2967
F -0.6924 1.3306 -0.0910 -0.14 1.41 1.10 -0.2672
```
Forces are in eV/Å.



Here is a single C2H4F3N molecule at a distorted geometry from the OMol25 dataset. Energies are from ωB97M-V/def2-TZVPD.

The value obtained for the highest occupied orbital energy is -8.760 eV. As for the charge: 0. The spin multiplicity is 1. The frontier orbital gap is 9.4 eV. The LUMO energy is 0.67 eV.

```
10
Properties=species:S:1:pos:R:3:forces:R:3:mulliken_charge:R:1
C -1.0781 0.5469 0.8196 -0.52 4.35 -0.33 -0.6722
C 1.2338 -0.8534 -0.5551 -0.81 3.23 -3.36 0.4039
N -0.2505 0.1369 -0.2971 1.64 -1.92 -4.21 -0.0569
F 1.1681 -2.0752 -1.0931 -2.00 -0.64 0.82 -0.2100
F 1.4698 -0.8546 0.6757 1.66 -1.35 3.47 -0.1592
F -0.5411 1.2090 -1.3882 0.91 -2.44 2.21 -0.3170
H -0.7295 1.7080 0.8392 -1.09 -2.36 1.24 0.2447
H -1.2631 0.0854 1.8378 1.54 -0.07 -1.46 0.3207
H -2.1223 0.6400 0.4313 0.66 -0.36 0.05 0.2435
H 2.1128 -0.5432 -1.2701 -1.99 1.56 1.58 0.2024
```
Forces are in eV/Å.



> Look up the charge of the first one.

0